# 1
Formula: C44H32BrCl2F4FeN4O3PS
Source: OMol25
Level of theory: the ωB97M-V functional and the def2-TZVPD basis

Its spin multiplicity is 2. Its net charge is +1. As for the HOMO energy (spin up / spin down): -0.3761 / -0.3761 Ha.

Element x y z (Å)
Fe 0.440 -1.584 -0.245
F 1.843 -5.060 -3.794
C 1.516 -3.794 -3.614
C 1.332 -2.978 -4.719
F 1.490 -3.458 -5.945
C 0.978 -1.664 -4.514
F 0.765 -0.896 -5.594
C 0.836 -1.140 -3.233
P 0.341 0.556 -3.014
C -1.409 0.816 -3.196
C -1.985 0.600 -4.448
C -3.358 0.706 -4.588
C -4.146 1.023 -3.487
C -3.567 1.243 -2.245
C -2.194 1.136 -2.092
C 1.255 1.685 -4.035
C 2.472 1.334 -4.616
C 3.188 2.285 -5.323
C 2.698 3.579 -5.437
C 1.492 3.934 -4.847
C 0.764 2.988 -4.146
C 0.981 -1.963 -2.109
Br 2.628 -1.509 0.359
C 1.325 -3.282 -2.341
F 1.436 -4.150 -1.331
H -1.371 0.351 -5.306
H -3.815 0.537 -5.553
H -5.220 1.096 -3.598
H -4.187 1.475 -1.387
H -1.743 1.254 -1.115
H 2.864 0.330 -4.512
H 4.128 2.016 -5.786
H 3.261 4.318 -5.992
H 1.116 4.944 -4.940
H -0.186 3.257 -3.699
Cl -6.897 -2.030 -0.227
C -5.770 -1.837 1.085
C -5.662 -0.595 1.680
C -4.751 -0.406 2.705
C -3.987 -1.476 3.137
C -4.127 -2.724 2.555
Cl -3.245 -4.040 3.266
C -5.005 -2.947 1.483
N -5.171 -4.163 0.853
C -4.138 -5.102 0.539
C -4.279 -6.412 0.981
C -3.325 -7.364 0.673
C -2.216 -7.008 -0.085
C -2.088 -5.710 -0.545
C -3.046 -4.742 -0.252
C -2.919 -3.365 -0.850
C -1.646 -2.618 -0.582
O -1.394 -1.547 -1.208
O -0.740 -3.014 0.229
H -6.291 0.213 1.330
H -4.651 0.563 3.174
H -3.296 -1.371 3.965
H -6.016 -4.253 0.316
H -5.139 -6.664 1.589
H -3.439 -8.379 1.030
H -1.459 -7.743 -0.325
H -1.231 -5.438 -1.153
H -3.735 -2.712 -0.547
H -2.978 -3.419 -1.941
S 1.441 2.858 0.300
C 1.031 1.758 -0.704
N 0.722 0.854 -1.445
C -0.379 -0.262 5.771
N -0.625 0.158 4.402
N -0.163 -0.528 3.293
C -0.611 0.104 2.168
O -0.384 -0.253 0.975
C -1.340 1.235 2.609
C -1.318 1.228 3.981
C -1.941 2.168 4.954
C 0.611 -1.724 3.411
C 1.896 -1.654 3.933
C 2.637 -2.816 4.054
C 2.100 -4.029 3.636
C 0.824 -4.081 3.098
C 0.065 -2.924 2.994
H 0.031 -1.266 5.768
H -1.319 -0.272 6.319
H 0.327 0.408 6.263
H -1.820 1.957 1.972
H -2.385 3.006 4.422
H -1.204 2.557 5.658
H -2.725 1.673 5.531
H 2.312 -0.696 4.220
H 3.642 -2.773 4.451
H 2.684 -4.935 3.731
H 0.408 -5.021 2.762
H -0.933 -2.953 2.580

---

# 2
Formula: C44H32O8
Source: OMol25
Level of theory: the ωB97M-V functional and the def2-TZVPD basis

Its SMILES is CC(=O)OCCCCC1=CC(=O)c2ccccc2C1=O.O=C1c2ccccc2C(=O)c2ccccc21.O=C1c2ccccc2C(=O)c2ccccc21. Its spin multiplicity is 1. Its net charge is 0. As for the HOMO energy: -0.3544 Ha.

Element x y z (Å)
C -6.210 -4.108 -4.076
C -5.507 -3.945 -2.761
O -5.786 -3.082 -1.989
O -4.584 -4.874 -2.419
C -3.734 -5.324 -3.494
C -2.579 -6.072 -2.879
C -1.622 -5.172 -2.102
C -0.972 -4.104 -3.009
C -1.342 -2.673 -2.725
C -1.376 -1.774 -3.715
C -1.694 -0.350 -3.524
O -1.411 0.460 -4.376
C -2.344 0.020 -2.250
C -2.938 1.274 -2.114
C -3.529 1.618 -0.901
C -3.504 0.706 0.155
C -2.895 -0.539 0.019
C -2.312 -0.890 -1.194
C -1.625 -2.195 -1.347
O -1.287 -2.817 -0.368
H -6.452 -5.158 -4.223
H -7.111 -3.514 -4.036
H -5.598 -3.786 -4.913
H -3.400 -4.453 -4.055
H -4.277 -5.981 -4.175
H -2.964 -6.851 -2.227
H -2.041 -6.575 -3.683
H -2.117 -4.746 -1.243
H -0.829 -5.811 -1.724
H 0.109 -4.201 -2.958
H -1.259 -4.295 -4.038
H -1.137 -2.070 -4.727
H -2.928 1.946 -2.956
H -3.989 2.586 -0.794
H -3.964 0.992 1.088
H -2.875 -1.224 0.851
C 1.401 1.645 -4.566
C 2.680 1.109 -4.670
C 3.646 1.424 -3.729
C 3.338 2.281 -2.680
C 2.058 2.834 -2.586
C 1.092 2.507 -3.527
C 1.709 3.779 -1.488
O 0.596 4.253 -1.398
C 2.770 4.124 -0.498
C 2.481 5.032 0.513
C 3.446 5.350 1.454
C 4.702 4.756 1.392
C 4.997 3.853 0.384
C 4.036 3.540 -0.570
C 4.379 2.582 -1.659
O 5.472 2.055 -1.703
H 0.642 1.386 -5.288
H 2.920 0.438 -5.484
H 4.640 1.004 -3.798
H 0.098 2.922 -3.440
H 1.499 5.482 0.560
H 3.218 6.055 2.242
H 5.451 4.997 2.135
H 5.973 3.390 0.336
C 3.249 0.510 2.024
C 2.967 -0.824 2.299
C 2.265 -1.165 3.443
C 1.850 -0.173 4.322
C 2.149 1.165 4.054
C 2.842 1.501 2.899
C 1.750 2.246 4.998
O 2.004 3.409 4.763
C 1.033 1.856 6.246
C 0.690 2.839 7.165
C 0.014 2.497 8.323
C -0.329 1.171 8.566
C 0.013 0.186 7.655
C 0.700 0.523 6.496
C 1.082 -0.556 5.540
O 0.779 -1.711 5.751
H 3.793 0.776 1.126
H 3.294 -1.599 1.617
H 2.035 -2.199 3.659
H 3.063 2.539 2.688
H 0.956 3.868 6.968
H -0.249 3.264 9.040
H -0.862 0.906 9.470
H -0.247 -0.847 7.839

---

# 3
Formula: C44H36BIN2O29
Source: OMol25
Level of theory: the ωB97M-V functional and the def2-TZVPD basis

Its SMILES is CCCCO[C@@](C#N)(OB(O)O)[C@@](O)(I)C#N.O=C1C=C(O)C(=O)C=C1O.O=C1C=C(O)C(=O)C=C1O.O=C1C=C(O)C(=O)C=C1O.O=C1C=C(O)C(=O)C=C1O.O=C1C=C(O)C(=O)C=C1O.O=C1C=C(O)C(=O)C=C1O. Its spin multiplicity is 1. Its net charge is 0. As for the HOMO energy: -0.3489 Ha.

Element x y z (Å)
C 4.075 3.791 0.118
C 2.800 4.704 0.004
C 2.703 5.548 1.327
C 2.179 4.594 2.481
O 3.070 4.776 3.603
C 2.968 3.803 4.572
C 1.561 3.140 4.635
N 0.489 2.832 4.573
O 3.866 2.716 4.421
B 5.072 3.033 3.748
O 5.910 4.098 4.037
O 5.463 2.150 2.742
C 3.231 4.419 6.036
O 4.179 5.435 6.015
I 1.376 5.367 6.726
C 3.592 3.317 7.010
N 3.661 2.450 7.717
H 3.850 2.943 0.794
H 4.268 3.342 -0.877
H 4.962 4.364 0.439
H 2.836 5.338 -0.902
H 1.901 4.053 -0.022
H 1.933 6.330 1.151
H 3.677 6.008 1.587
H 2.205 3.571 2.063
H 1.147 4.940 2.695
H 6.785 3.753 4.267
H 4.992 1.324 2.949
H 4.994 5.140 6.450
C -0.256 -0.908 -2.348
C 0.228 -0.222 -1.307
C 0.795 1.150 -1.467
O 1.199 1.727 -0.474
C 0.837 1.728 -2.805
C 0.358 1.043 -3.850
C -0.236 -0.323 -3.685
O -0.676 -0.898 -4.664
O 0.383 1.541 -5.092
O 0.233 -0.712 -0.064
H -0.671 -1.901 -2.244
H 1.266 2.716 -2.909
H -0.021 0.856 -5.659
H 0.635 -0.014 0.490
C 8.828 5.008 -1.204
C 9.989 5.610 -0.923
C 10.045 7.042 -0.491
O 11.124 7.539 -0.229
C 8.789 7.784 -0.409
C 7.629 7.182 -0.693
C 7.572 5.743 -1.098
O 6.489 5.237 -1.328
O 6.461 7.835 -0.628
O 11.159 4.965 -1.013
H 8.775 3.974 -1.515
H 8.844 8.822 -0.112
H 5.780 7.180 -0.877
H 11.840 5.617 -0.757
C -2.596 -3.503 -6.258
C -1.924 -4.640 -6.472
C -2.594 -5.849 -7.043
O -1.938 -6.855 -7.237
C -4.024 -5.768 -7.340
C -4.694 -4.633 -7.123
C -4.018 -3.415 -6.577
O -4.671 -2.401 -6.415
O -6.009 -4.525 -7.382
O -0.619 -4.754 -6.188
H -2.122 -2.621 -5.848
H -4.501 -6.653 -7.736
H -6.250 -3.609 -7.135
H -0.376 -5.667 -6.435
C -1.260 -2.285 5.593
C -1.206 -1.100 4.972
C -1.326 -0.994 3.484
O -1.291 0.105 2.962
C -1.475 -2.229 2.716
C -1.525 -3.412 3.336
C -1.433 -3.515 4.826
O -1.499 -4.613 5.351
O -1.657 -4.561 2.658
O -1.044 0.045 5.647
H -1.178 -2.379 6.666
H -1.542 -2.136 1.641
H -1.667 -5.265 3.335
H -1.037 0.756 4.975
C -8.571 -2.173 -11.195
C -8.144 -2.711 -10.047
C -9.047 -2.842 -8.861
O -8.618 -3.352 -7.842
C -10.414 -2.342 -8.979
C -10.839 -1.803 -10.126
C -9.944 -1.695 -11.321
O -10.384 -1.212 -12.347
O -12.085 -1.333 -10.266
O -6.889 -3.157 -9.901
H -7.929 -2.074 -12.059
H -11.051 -2.427 -8.110
H -12.139 -1.000 -11.183
H -6.832 -3.505 -8.988
C -1.947 -6.064 11.100
C -1.894 -4.882 10.478
C -2.013 -4.776 8.990
O -1.980 -3.676 8.467
C -2.162 -6.008 8.222
C -2.212 -7.190 8.843
C -2.121 -7.296 10.333
O -2.189 -8.393 10.855
O -2.346 -8.340 8.167
O -1.734 -3.734 11.151
H -1.865 -6.154 12.174
H -2.229 -5.916 7.147
H -2.356 -9.043 8.844
H -1.731 -3.030 10.475

---

# 4
Formula: C44H36N8O2SeTa
Source: OMol25
Level of theory: the ωB97M-V functional and the def2-TZVPD basis

Its spin multiplicity is 1. The value obtained for the energy above the lowest of the compared OMol25 structures with the same formula, charge and spin is 20.26 kcal/mol. Its net charge is +3. As for the HOMO energy: -0.5750 Ha.

Element x y z (Å)
Ta 0.855 -0.008 -0.421
O 0.519 -1.244 0.804
C 0.206 -1.661 2.146
C 0.792 -0.496 2.964
C 0.040 0.781 2.701
C -0.655 1.365 3.741
C -1.357 2.537 3.530
C -1.345 3.096 2.268
C -0.657 2.476 1.242
C -0.681 3.106 -0.123
C -1.223 2.173 -1.216
O -0.215 1.133 -1.253
C -1.239 2.887 -2.563
C -0.023 3.243 -3.147
C 0.009 3.896 -4.368
C -1.179 4.203 -5.020
C -2.390 3.858 -4.441
C -2.424 3.200 -3.217
C -2.564 1.529 -0.901
C -2.865 0.293 -1.470
C -4.113 -0.282 -1.288
C -5.066 0.361 -0.512
C -4.777 1.596 0.048
C -3.535 2.186 -0.157
N 0.045 1.329 1.454
C -1.299 -1.809 2.339
C -1.858 -1.759 3.614
C -3.211 -1.991 3.800
C -4.027 -2.289 2.717
C -3.483 -2.318 1.444
C -2.131 -2.066 1.256
C 0.919 -2.983 2.436
C 0.817 -3.583 3.687
C 1.469 -4.778 3.951
C 2.227 -5.399 2.969
C 2.309 -4.824 1.712
C 1.660 -3.623 1.447
H 0.775 -0.731 4.024
H 1.840 -0.397 2.667
H -0.632 0.911 4.722
H -1.906 3.005 4.337
H -1.863 4.027 2.078
H -1.265 4.021 -0.108
H 0.333 3.376 -0.433
H 0.908 3.016 -2.640
H 0.957 4.181 -4.806
H -1.159 4.719 -5.972
H -3.319 4.099 -4.942
H -3.381 2.941 -2.782
H -2.141 -0.193 -2.118
H -4.349 -1.222 -1.772
H -6.041 -0.086 -0.364
H -5.525 2.116 0.632
H -3.358 3.181 0.233
H -1.249 -1.543 4.484
H -3.629 -1.942 4.798
H -5.078 -2.498 2.868
H -4.113 -2.547 0.594
H -1.727 -2.071 0.252
H 0.219 -3.135 4.469
H 1.371 -5.229 4.930
H 2.730 -6.335 3.179
H 2.865 -5.322 0.925
H 1.683 -3.217 0.446
N 2.812 -0.125 -4.418
C 3.484 1.030 -4.105
C 3.100 1.356 -2.841
N 2.206 0.416 -2.390
C 2.054 -0.463 -3.362
C 1.161 -1.577 -3.158
N 0.561 -1.715 -1.984
C -0.207 -2.858 -2.047
C -0.061 -3.405 -3.282
N 0.804 -2.582 -3.967
H 2.900 -0.621 -5.292
H 4.164 1.511 -4.789
H 3.398 2.208 -2.253
H -0.786 -3.219 -1.214
H -0.500 -4.284 -3.723
H 1.096 -2.730 -4.921
Se 4.686 -2.246 0.058
N 5.657 -1.072 0.879
C 4.965 0.058 0.964
C 5.341 1.275 1.586
C 4.416 2.288 1.596
C 3.139 2.117 1.024
N 2.765 1.005 0.411
C 3.669 -0.011 0.364
N 3.318 -1.143 -0.202
H 6.317 1.382 2.044
H 4.646 3.236 2.061
H 2.402 2.910 1.085

---

# 5
Formula: C44H36N8RhSb2
Source: OMol25
Level of theory: the ωB97M-V functional and the def2-TZVPD basis

Its spin multiplicity is 1. Its net charge is +1. As for the HOMO energy (spin up / spin down): -0.3448 / -0.3445 Ha.

Element x y z (Å)
Rh -0.860 -1.726 -0.506
C 2.245 -2.650 5.202
C 1.080 -2.139 5.750
C -0.013 -1.793 4.944
C 0.128 -1.983 3.592
C -0.786 -1.730 2.458
N -0.164 -2.074 1.304
C 1.074 -2.557 1.581
N 1.970 -3.033 0.737
C 1.806 -3.030 -0.573
C 2.782 -3.623 -1.515
C 3.950 -4.313 -1.312
C 4.637 -4.748 -2.455
C 4.154 -4.487 -3.726
C 2.961 -3.777 -3.920
C 2.297 -3.359 -2.794
C 1.034 -2.611 -2.610
N 0.317 -2.145 -3.614
C -0.842 -1.534 -3.460
N -1.541 -1.343 -2.312
C -2.713 -0.727 -2.588
N -3.673 -0.389 -1.745
C -3.579 -0.558 -0.439
N -2.522 -1.021 0.274
C -2.796 -0.952 1.598
N -2.002 -1.240 2.611
C -4.170 -0.429 1.777
C -4.913 -0.169 2.901
C -6.201 0.346 2.703
C -6.694 0.583 1.430
C -5.922 0.318 0.291
C -4.664 -0.189 0.497
C -2.788 -0.464 -4.042
C -3.751 0.129 -4.819
C -3.492 0.215 -6.195
C -2.320 -0.285 -6.738
C -1.347 -0.895 -5.934
C -1.609 -0.966 -4.589
N 0.803 -2.461 -1.282
C 1.298 -2.496 3.040
C 2.375 -2.841 3.820
H 3.068 -2.905 5.854
H 1.014 -2.004 6.821
H -0.926 -1.396 5.365
H 4.325 -4.509 -0.317
H 5.561 -5.296 -2.343
H 4.710 -4.836 -4.584
H 2.581 -3.564 -4.909
H -4.519 -0.353 3.891
H -6.823 0.564 3.560
H -7.692 0.982 1.316
H -6.296 0.508 -0.706
H -4.666 0.511 -4.389
H -4.221 0.678 -6.844
H -2.155 -0.202 -7.803
H -0.433 -1.291 -6.351
H 3.279 -3.241 3.384
C 2.340 0.615 1.037
Sb 1.763 0.811 -1.022
C 3.780 0.465 -1.705
C 1.864 2.982 -1.238
C 2.330 3.686 -0.010
C 3.697 3.798 0.243
C 4.175 4.359 1.414
C 3.277 4.833 2.362
C 1.918 4.761 2.107
C 1.421 4.202 0.931
C -0.064 4.179 0.703
Sb -0.983 2.255 1.111
C -2.978 3.012 1.362
C -0.495 2.281 3.198
H 3.040 1.407 1.301
H 2.832 -0.352 1.154
H 1.480 0.654 1.704
H 4.467 1.109 -1.157
H 3.858 0.670 -2.771
H 4.063 -0.574 -1.528
H 0.887 3.310 -1.581
H 2.572 3.115 -2.057
H 4.397 3.436 -0.501
H 5.241 4.433 1.583
H 3.633 5.276 3.282
H 1.217 5.163 2.829
H -0.326 4.443 -0.321
H -0.564 4.886 1.366
H -2.929 4.039 1.724
H -3.505 2.402 2.097
H -3.531 2.987 0.425
H -0.907 3.179 3.658
H 0.586 2.278 3.327
H -0.915 1.402 3.687

---

DFT total energy readings, ordered: -218714.5027 -62528.4753 -117344.4461 -129106.9182 -74212.4621 eV